Record 1
The following is a DFT calculation (ωB97M-V/def2-TZVPD) of 5 unconnected molecules or ions with the total composition C36H40N5O9.

Results
net charge: +1
highest occupied orbital energy: -0.42059 Ha
2S+1: 1
LUMO: -3.417 eV

Cartesian coordinates (Å):
C 1.835 -1.760 1.725
C 1.232 -0.816 0.671
C -0.147 -0.284 1.037
C -0.062 0.843 2.080
C 0.440 2.178 1.488
C -1.305 0.975 2.922
C -1.238 0.705 4.267
C -2.362 0.800 5.075
C -3.566 1.187 4.527
C -3.617 1.471 3.188
O -4.735 1.832 2.569
N -2.517 1.344 2.398
C -2.719 1.630 0.955
C -3.509 0.544 0.245
H 1.841 -2.790 1.378
H 2.869 -1.498 1.943
H 1.302 -1.709 2.675
H 1.155 -1.349 -0.274
H 1.906 0.026 0.517
H -0.641 0.074 0.135
H -0.753 -1.101 1.438
H 0.689 0.520 2.801
H 1.514 2.259 1.620
H 0.253 2.244 0.418
H -0.029 3.037 1.963
H -0.285 0.419 4.685
H -2.283 0.572 6.128
H -4.475 1.276 5.102
H -4.878 2.798 2.649
H -3.217 2.593 0.885
H -1.744 1.732 0.511
H -2.878 -0.304 -0.008
H -3.905 0.955 -0.680
H -4.350 0.195 0.837
C -2.159 8.672 1.218
C -2.184 7.464 0.531
C -2.953 6.415 1.002
C -3.685 6.606 2.161
C -3.681 7.800 2.861
C -2.904 8.839 2.378
N -4.509 5.509 2.672
O -4.478 4.438 2.063
O -5.181 5.689 3.655
H -1.560 9.491 0.843
H -1.610 7.342 -0.376
H -2.994 5.474 0.475
H -4.270 7.911 3.759
H -2.884 9.780 2.908
C 0.488 -4.575 -4.940
C -0.749 -4.106 -4.517
C -0.858 -2.855 -3.933
C 0.289 -2.097 -3.785
C 1.531 -2.543 -4.198
C 1.626 -3.795 -4.779
N 0.187 -0.766 -3.171
O -0.907 -0.399 -2.778
O 1.200 -0.107 -3.067
H 0.566 -5.549 -5.402
H -1.633 -4.714 -4.646
H -1.811 -2.471 -3.603
H 2.403 -1.921 -4.067
H 2.587 -4.158 -5.117
C 0.959 -4.706 6.713
C 1.579 -5.947 6.665
C 1.769 -6.586 5.450
C 1.326 -5.958 4.302
C 0.703 -4.726 4.322
C 0.522 -4.097 5.543
N 1.532 -6.617 2.997
O 2.052 -7.710 2.996
O 1.161 -6.019 2.006
H 0.816 -4.214 7.665
H 1.918 -6.421 7.576
H 2.250 -7.551 5.389
H 0.370 -4.276 3.400
H 0.034 -3.132 5.581
C 5.362 1.170 -6.739
C 5.359 1.107 -8.126
C 4.749 0.044 -8.774
C 4.152 -0.937 -8.008
C 4.145 -0.899 -6.628
C 4.757 0.168 -5.991
N 3.489 -2.065 -8.689
O 3.534 -2.094 -9.899
O 2.931 -2.894 -7.997
H 5.838 2.003 -6.239
H 5.833 1.885 -8.707
H 4.735 -0.024 -9.851
H 3.674 -1.690 -6.065
H 4.761 0.217 -4.911

Atom charges from the Mulliken analysis, given in e for atoms 1 to 4: -1.29 -0.41 -0.36 0.41

***

Record 2
The following is a DFT calculation (ωB97M-V/def2-TZVPD) of 2 unconnected molecules or ions with the total composition C3H4N2S at a distorted geometry.

Results
energy above the lowest of the compared OMol25 structures with the same formula, charge and spin: 60.27 kcal per mole
highest occupied orbital energy: -0.31487 Ha
2S+1: 1
LUMO: 0.041 eV

Cartesian coordinates (Å):
C -1.233 1.604 0.156
C -1.868 0.482 0.072
S -2.753 -0.793 -0.033
H -1.276 2.335 -0.633
H -0.607 1.832 1.002
N 2.668 -1.035 0.351
C 1.534 -1.097 -0.051
N 0.336 -1.134 -0.157
H 3.409 -0.452 0.027
H -0.209 -1.743 -0.733

Atom charges from the Mulliken analysis, given in e for atoms 1 to 4: -0.41 0.25 -0.36 0.25

***

Record 3
The following is a DFT calculation (ωB97M-V/def2-TZVPD) of a single C3H2FIO2 molecule at a distorted geometry.

Results
energy above the lowest of the compared OMol25 structures with the same formula, charge and spin: 0.00 kcal per mole
highest occupied orbital energy: -0.34332 Ha
2S+1: 1
LUMO: 0.110 eV

Cartesian coordinates (Å):
F 0.149 -1.098 -1.656
C 0.007 -0.942 -0.280
I 0.110 -3.040 0.391
O 1.089 -0.227 0.067
C 0.590 1.033 0.240
C -0.730 0.999 0.260
O -1.136 -0.269 0.063
H 1.292 1.703 0.580
H -1.371 1.842 0.335

Atom charges from the Mulliken analysis, given in e for atoms 1 to 4: -0.25 0.56 0.01 -0.30

***

Record 4
The following is a DFT calculation (ωB97M-V/def2-TZVPD) of 2 unconnected molecules or ions with the total composition C5H14 at a distorted geometry.

Results
energy above the lowest of the compared OMol25 structures with the same formula, charge and spin: 11.41 kcal per mole
highest occupied orbital energy: -0.41095 Ha
2S+1: 1
LUMO: 1.130 eV

Cartesian coordinates (Å):
C -2.038 0.257 0.402
C -1.189 -0.993 0.557
C -1.302 -1.784 -0.747
H -3.096 0.017 0.578
H -1.948 0.821 -0.537
H -1.781 1.012 1.157
H -0.157 -0.770 0.826
H -1.453 -1.613 1.422
H -0.998 -2.831 -0.530
H -2.345 -1.934 -1.050
H -0.802 -1.281 -1.567
C 2.539 0.639 0.370
C 1.755 1.582 -0.534
H 2.923 1.351 1.110
H 1.968 -0.202 0.736
H 3.436 0.213 -0.103
H 1.190 1.026 -1.262
H 2.287 2.439 -0.957
H 1.012 2.050 0.128

Atom charges from the Mulliken analysis, given in e for atoms 1 to 4: -1.23 0.24 -1.07 0.36

***

Record 5
The following is a DFT calculation (ωB97M-V/def2-TZVPD) of a molecular structure, C9H15N4O2SSe2Y.

Results
energy above the lowest of the compared OMol25 structures with the same formula, charge and spin: 0.99 kcal per mole
highest occupied orbital energy: -0.27312 Ha
2S+1: 1
LUMO: -0.108 eV

Cartesian coordinates (Å):
Y 1.170 0.995 -1.599
Se 1.596 0.350 0.852
Se 5.956 1.199 -2.307
C 4.239 1.003 -2.533
N 3.076 0.870 -2.711
S 0.665 3.704 -1.489
C 0.162 3.509 0.133
N -0.973 2.930 0.523
C -0.985 2.690 1.969
C 0.310 3.387 2.440
N 0.841 3.948 1.192
H -1.480 2.343 -0.125
H -0.939 1.619 2.163
H -1.876 3.121 2.420
H 1.014 2.664 2.847
H 0.115 4.175 3.165
H 1.817 4.168 1.080
O -1.239 0.517 -1.452
C -0.833 -0.670 -1.398
O 0.166 -1.092 -2.048
C -1.458 -1.673 -0.427
N -0.343 -2.078 0.501
C 0.158 -3.401 0.033
C -1.119 -4.099 -0.417
C -1.895 -2.979 -1.131
H -2.248 -1.195 0.143
H -0.705 -2.177 1.446
H 0.433 -1.247 0.574
H 0.695 -3.899 0.836
H 0.833 -3.219 -0.797
H -1.669 -4.462 0.455
H -0.925 -4.950 -1.066
H -2.973 -3.116 -1.097
H -1.587 -2.935 -2.175

Atom charges from the Mulliken analysis, given in e for atoms 1 to 4: 0.94 -0.97 -0.21 0.28

***

Record 6
The following is a DFT calculation (ωB97M-V/def2-TZVPD) of a single C5H5ClO molecule at a distorted geometry.

Results
energy above the lowest of the compared OMol25 structures with the same formula, charge and spin: 96.85 kcal per mole
highest occupied orbital energy (alpha / beta): -0.31986 / -0.31982 Ha
2S+1: 1
LUMO (alpha / beta): -0.921 / -0.919 eV

Cartesian coordinates (Å):
C 0.556 0.061 -0.475
C -0.797 -0.316 -0.688
C 0.955 2.563 0.184
C 1.199 1.175 0.047
C -0.943 -1.534 0.164
O -1.706 0.274 -1.220
Cl 0.229 3.097 1.594
H 1.304 -0.686 -0.428
H 2.216 1.077 -0.005
H -0.438 -2.322 -0.399
H -1.974 -1.763 0.077
H -0.600 -1.626 1.149

Atom charges from the Mulliken analysis, given in e for atoms 1 to 4: -0.31 0.71 -0.19 -0.14

***

Short version: E_tot = -63842.8731; -16988.8776; -18054.7683; -5411.5546; -162207.2819; -19830.8132 eV, in the order given.